Below is a structure of composition C23H49LaN2OP3S at a distorted geometry, with properties calculated with ωB97M-V/def2-TZVPD.

E_HOMO (spin up / spin down): -15.94 / -15.92 eV
2S+1: 1
Total charge: +3
HOMO-LUMO gap (spin up / spin down): 4.11 / 4.74 eV

Element x y z (Å)
La -0.4700 0.6439 -0.1218
P 1.7802 -0.6772 1.6727
P 2.0226 0.5336 -1.6528
P -1.4965 -1.8830 1.4058
H -2.3403 -2.5907 -7.2117
C -3.3265 -2.5541 -6.7252
C -3.9169 -1.3808 -6.4591
H -3.3960 -0.4410 -6.6839
C 2.6951 -2.2267 1.2725
C 3.2364 0.3982 1.9539
C 1.4535 -1.0215 3.4521
C 1.2704 0.9084 -3.2886
C 3.2708 1.8678 -1.5193
C 3.0596 -0.9002 -2.1162
C -3.0559 -2.3819 0.5872
C -2.0787 -1.8940 3.1412
C -0.6050 -3.4922 1.3311
H -3.7960 -3.5238 -6.5214
H -4.9402 -1.3222 -6.0754
H 3.4334 -2.4062 2.0686
H 3.2073 -2.1279 0.3092
H 2.0082 -3.0784 1.2116
H 3.8843 -0.0913 2.6939
H 2.9271 1.3660 2.3592
H 3.8082 0.5739 1.0373
H 2.4226 -1.1273 3.9647
H 0.8667 -1.9362 3.6032
H 0.9098 -0.1800 3.9034
H 2.0733 1.2173 -3.9719
H 0.5394 1.7261 -3.1977
H 0.7515 0.0290 -3.6948
H 4.2553 1.5081 -1.8567
H 3.3446 2.1975 -0.4718
H 2.9604 2.7244 -2.1355
H 3.6294 -0.6510 -3.0242
H 2.4123 -1.7688 -2.3078
H 3.7586 -1.1443 -1.3056
H -3.4683 -3.2350 1.1347
H -2.8778 -2.6516 -0.4592
H -3.7621 -1.5455 0.6119
H -2.6162 -2.8336 3.3138
H -2.7673 -1.0548 3.3007
H -1.2418 -1.8155 3.8434
H -1.3508 -4.2987 1.3791
H 0.0996 -3.5881 2.1688
H -0.0626 -3.5598 0.3777
C -1.8361 -1.1698 -3.2460
C -1.3845 -2.5005 -3.0670
C -0.6709 -3.1456 -4.0710
C -0.5715 -2.5554 -5.3376
C -1.0444 -1.2490 -5.5403
C -1.6762 -0.5722 -4.5138
S -2.5946 -0.2523 -2.0051
H -0.0950 -1.3528 -0.8513
H -1.5664 -2.9864 -2.1078
H -0.2074 -4.1141 -3.8929
H -0.2216 -3.1220 -6.1967
H -1.0284 -0.7954 -6.5352
H -2.1749 0.3791 -4.6715
C 1.9404 4.0853 1.9082
N 0.8639 3.8106 2.8331
C 0.9292 4.4717 4.1338
C -0.4841 4.6563 4.6208
C -1.1303 3.2968 4.7221
N -1.1223 2.7347 3.3667
C -2.1697 1.8092 2.9494
C -0.1291 2.9739 2.4988
O -0.1296 2.3505 1.3521
H 2.6764 3.2725 1.8729
H 2.4369 4.9874 2.2595
H 1.5540 4.2697 0.9026
H 1.5055 3.8724 4.8612
H 1.4635 5.4121 3.9713
H -1.0499 5.2626 3.9026
H -0.4894 5.1821 5.5724
H -2.1714 3.3345 5.0518
H -0.5704 2.6534 5.4249
H -2.9487 1.7425 3.7153
H -2.6539 2.1580 2.0189
H -1.7611 0.7896 2.8007

Atoms 1-2, force components in eV/Å:
La -0.45 1.00 1.03
P 0.88 -0.44 0.64



Below is a structure of composition C23H49N3OP4Re at a distorted geometry, with properties calculated with ωB97M-V/def2-TZVPD.

E_HOMO (spin up / spin down): -19.58 / -19.16 eV
2S+1: 4
Total charge: +4
HOMO-LUMO gap (spin up / spin down): 6.55 / 5.14 eV

Element x y z (Å)
Re -0.0558 0.2331 0.2851
P 0.9800 1.3861 -1.4536
P -0.1597 2.2828 1.5857
P -0.2210 -1.9409 -0.6594
H -2.7068 1.0859 0.8683
C -2.2478 0.1062 0.6903
C -1.5442 -0.5248 1.7885
H -1.5142 -0.0018 2.7435
C -0.3210 2.3229 -2.3565
C 2.2145 2.6933 -1.1539
C 1.9105 0.3902 -2.6624
C -1.1054 2.3598 3.1717
C 1.3756 3.1360 2.1735
C -1.0041 3.6790 0.7516
C -1.0636 -3.3173 0.2415
C 1.2350 -2.8242 -1.3629
C -1.2472 -1.9540 -2.1607
H -2.8507 -0.5142 0.0139
H -1.5927 -1.6068 1.9168
H -0.0530 2.4377 -3.4208
H -0.5083 3.3081 -1.9103
H -1.2557 1.7607 -2.2228
H 2.6973 2.9862 -2.0959
H 2.9952 2.3196 -0.4816
H 1.7521 3.5898 -0.7301
H 2.3622 1.0288 -3.4323
H 1.2751 -0.3487 -3.1595
H 2.7301 -0.1290 -2.1496
H -1.1566 3.4191 3.4650
H -0.6015 1.7970 3.9677
H -2.1255 1.9822 3.0350
H 1.0770 4.1262 2.5415
H 2.1118 3.2655 1.3747
H 1.8238 2.5785 3.0040
H -1.2756 4.4154 1.5223
H -1.9238 3.3214 0.2721
H -0.3556 4.1602 0.0100
H -1.1536 -4.1601 -0.4597
H -2.0689 -3.0094 0.5550
H -0.4835 -3.6363 1.1175
H 0.9531 -3.2161 -2.3506
H 1.4921 -3.6729 -0.7161
H 2.1033 -2.1654 -1.4881
H -1.5690 -2.9809 -2.3890
H -0.6742 -1.5569 -3.0094
H -2.1226 -1.3182 -2.0065
C -3.5810 0.0234 -4.0081
C -4.0538 0.8967 -5.0112
C -5.3228 0.6461 -5.5458
C -6.0634 -0.4719 -5.1428
C -5.5030 -1.4066 -4.2663
C -4.2394 -1.1873 -3.7396
O -2.6432 0.3969 -3.0552
H -1.8975 0.9131 -3.4600
H -3.4799 1.7821 -5.2993
H -5.7607 1.3460 -6.2653
H -7.0803 -0.6192 -5.5016
H -6.0425 -2.2986 -3.9564
H -3.7789 -1.8699 -3.0316
C 3.6366 -0.1684 4.0886
N 2.3823 -0.9045 4.3509
C 2.6124 -2.3471 4.1396
N 3.1008 -2.6184 2.7741
C 4.3540 -1.8628 2.5427
N 4.1470 -0.4119 2.7233
C 3.3015 0.1698 1.6871
P 1.5543 -0.5246 1.6940
C 1.2716 -0.3999 3.5493
C 2.1028 -2.3303 1.7598
H 4.3940 -0.5387 4.7979
H 3.4530 0.9072 4.2192
H 1.6656 -2.8813 4.2845
H 3.3816 -2.6739 4.8563
H 4.6947 -2.0501 1.5156
H 5.1021 -2.1935 3.2815
H 3.2516 1.2600 1.8112
H 3.7238 -0.0513 0.6960
H 0.3595 -0.9795 3.7517
H 1.1016 0.6598 3.7859
H 2.5254 -2.5675 0.7773
H 1.2030 -2.9377 1.9332

Atoms 1-2, force components in eV/Å:
Re -1.52 0.29 0.39
P 2.68 1.70 -1.75